{"formula": "C36H32ClEuOP2", "method": "wB97M-V/def2-TZVPD", "total_charge": 2, "spin_multiplicity": 7, "homo_energy_ev": [-13.536, -13.541], "total_energy_ev": -90315.39582, "lumo_energy_ev": [-8.70, -6.31], "largest_force_ha_per_bohr": 0.08014, "species": ["Eu", "Cl", "P", "C", "C", "C", "C", "C", "C", "C", "C", "C", "C", "C", "C", "C", "C", "C", "C", "C", "C", "H", "H", "H", "H", "H", "H", "H", "H", "H", "H", "H", "H", "H", "H", "H", "H", "H", "O", "P", "C", "C", "C", "C", "C", "C", "C", "C", "C", "C", "C", "C", "C", "C", "C", "C", "C", "C", "H", "H", "H", "H", "H", "H", "H", "H", "H", "H", "H", "H", "H", "H", "H"], "coordinates": [[-1.184, -0.028, 0.119], [-1.871, 2.344, 0.790], [-0.144, 1.505, -2.266], [-1.557, 0.690, -3.111], [-1.380, -0.128, -4.244], [-2.474, -0.816, -4.766], [-3.727, -0.743, -4.147], [-3.910, 0.066, -3.023], [-2.839, 0.806, -2.518], [-0.365, 3.285, -2.574], [0.473, 4.183, -1.879], [0.218, 5.553, -1.908], [-0.860, 6.050, -2.653], [-1.650, 5.171, -3.404], [-1.389, 3.799, -3.384], [1.369, 1.097, -3.188], [2.385, 0.375, -2.517], [3.590, 0.126, -3.172], [3.789, 0.564, -4.491], [2.775, 1.264, -5.157], [1.564, 1.532, -4.509], [1.307, 3.794, -1.296], [0.855, 6.240, -1.347], [-1.071, 7.121, -2.665], [-2.470, 5.556, -4.013], [-1.999, 3.120, -3.977], [-0.391, -0.222, -4.696], [-2.346, -1.417, -5.668], [-4.569, -1.301, -4.555], [-4.888, 0.139, -2.544], [-2.979, 1.475, -1.655], [2.219, 0.041, -1.486], [4.389, -0.407, -2.650], [4.737, 0.364, -4.996], [2.928, 1.618, -6.178], [0.773, 2.079, -5.030], [-1.548, -1.711, -1.160], [-0.863, -1.928, -0.769], [0.803, -0.418, 1.276], [0.549, -1.241, 2.547], [-1.109, -1.918, 2.460], [-2.209, -1.022, 2.570], [-3.476, -1.419, 2.117], [-3.654, -2.700, 1.584], [-2.597, -3.612, 1.580], [-1.321, -3.231, 1.987], [1.773, -2.534, 2.688], [1.793, -3.307, 3.860], [2.740, -4.317, 4.012], [3.681, -4.545, 3.001], [3.702, -3.728, 1.862], [2.755, -2.716, 1.701], [0.620, -0.245, 4.039], [-0.289, -0.422, 5.096], [-0.195, 0.379, 6.236], [0.854, 1.301, 6.359], [1.791, 1.437, 5.325], [1.681, 0.667, 4.167], [-2.070, 0.002, 2.942], [-4.307, -0.711, 2.189], [-4.629, -2.981, 1.190], [-2.763, -4.638, 1.245], [-0.476, -3.925, 1.920], [1.079, -3.103, 4.659], [2.744, -4.910, 4.926], [4.405, -5.354, 3.111], [4.466, -3.879, 1.099], [2.783, -2.065, 0.823], [-1.069, -1.183, 5.033], [-0.938, 0.276, 7.028], [0.953, 1.902, 7.270], [2.618, 2.142, 5.420], [2.417, 0.762, 3.365]]}